Record 1
Computed, not measured: a 2-piece molecular cluster, C2HNOS overall at a distorted geometry, with ωB97M-V with the def2-TZVPD basis set.

Structure (ORCA input):
```
! wB97M-V def2-TZVPD RIJCOSX def2/J DEFGRID3
* xyz 0 3
C -0.014 1.247 -0.614
C 0.492 -0.082 0.150
N -0.734 0.349 -0.014
O 0.407 2.117 -1.356
S 0.927 -1.595 0.738
H -1.078 -2.036 1.096
*
```

The calculation puts the energy above the lowest of the compared OMol25 structures with the same formula, charge and spin at 63.4 kcal per mole. Its HOMO energy (alpha / beta) is -7.82 / -10.40 eV. The frontier orbital gap (alpha / beta) comes out at 7.44 / 6.73 eV.

=====

Record 2
Computed, not measured: C40H43AsAuBFN6 as an isolated structure, with ωB97M-V with the def2-TZVPD basis set.

Structure (ORCA input):
```
! wB97M-V def2-TZVPD RIJCOSX def2/J DEFGRID3
* xyz 1 3
Au -0.038 0.069 -0.269
C -0.889 3.773 -1.296
C -1.925 2.918 -0.651
C -3.259 3.234 -0.380
C -3.786 2.124 0.250
C -5.164 1.912 0.776
N -2.810 1.202 0.349
N -1.668 1.696 -0.197
B -2.790 -0.080 1.226
N -1.606 0.040 2.234
N -0.321 0.188 1.818
C 0.461 0.320 2.883
C 1.935 0.505 2.774
C -0.334 0.260 4.027
C -1.631 0.087 3.578
C -2.888 -0.028 4.370
N -2.623 -1.389 0.416
N -1.405 -1.755 -0.057
C -1.482 -3.011 -0.476
C -0.290 -3.738 -0.993
C -2.791 -3.471 -0.296
C -3.481 -2.417 0.273
C -4.906 -2.350 0.704
H -1.249 4.797 -1.372
H 0.028 3.778 -0.705
H -0.634 3.434 -2.301
H -3.769 4.153 -0.609
H -5.794 2.749 0.482
H -5.607 0.997 0.384
H -5.172 1.845 1.863
H -3.815 -0.138 1.831
H 2.228 0.789 1.761
H 2.265 1.285 3.458
H 2.467 -0.411 3.032
H -0.007 0.342 5.048
H -2.651 0.024 5.430
H -3.582 0.777 4.134
H -3.395 -0.972 4.177
H 0.561 -3.064 -1.081
H -0.011 -4.546 -0.316
H -0.478 -4.182 -1.971
H -3.179 -4.447 -0.528
H -5.423 -3.254 0.388
H -4.993 -2.269 1.787
H -5.415 -1.492 0.265
C 2.134 -3.360 -5.178
C 2.690 -2.956 -3.974
C 2.059 -1.986 -3.208
C 0.869 -1.425 -3.651
C 0.315 -1.817 -4.866
C 0.949 -2.790 -5.624
As 0.051 0.023 -2.680
C -1.809 0.007 -3.175
C -2.470 -1.213 -3.280
C -3.848 -1.238 -3.433
C -4.564 -0.050 -3.478
C -3.904 1.166 -3.377
C -2.526 1.198 -3.223
C 0.828 1.586 -3.483
C 0.486 1.959 -4.779
C 1.108 3.053 -5.362
C 2.074 3.763 -4.661
C 2.419 3.384 -3.372
C 1.794 2.296 -2.781
H 2.626 -4.116 -5.774
H 3.618 -3.391 -3.628
H 2.506 -1.669 -2.271
H -0.612 -1.383 -5.223
H 0.515 -3.102 -6.565
H -1.920 -2.143 -3.241
H -4.360 -2.187 -3.513
H -5.639 -0.072 -3.596
H -4.460 2.093 -3.409
H -2.022 2.152 -3.127
H -0.265 1.408 -5.334
H 0.839 3.350 -6.366
H 2.558 4.613 -5.122
H 3.168 3.940 -2.824
H 2.045 2.019 -1.763
F 8.895 0.162 0.272
C 7.569 -0.010 0.157
C 6.992 -1.143 0.709
C 5.631 -1.317 0.588
C 4.826 -0.366 -0.086
C 3.442 -0.552 -0.218
C 5.468 0.773 -0.628
C 6.828 0.954 -0.511
H 7.615 -1.862 1.220
H 5.163 -2.194 1.013
H 2.950 -1.417 0.203
H 2.831 0.196 -0.706
H 4.873 1.512 -1.151
H 7.327 1.819 -0.922
*
```

The calculation puts the energy above the lowest of the compared OMol25 structures with the same formula, charge and spin at 0.0 kcal per mole. Its HOMO energy (alpha / beta) is -9.51 / -11.33 eV. The frontier orbital gap (alpha / beta) comes out at 7.48 / 6.57 eV.

=====

Record 3
Computed, not measured: C26H75FeO13 as an isolated structure at a distorted geometry, with ωB97M-V with the def2-TZVPD basis set.

Structure (ORCA input):
```
! wB97M-V def2-TZVPD RIJCOSX def2/J DEFGRID3
* xyz 0 6
Fe -2.818 -2.486 1.042
C -3.760 0.732 -0.913
C -4.252 0.310 0.464
O -3.882 -0.979 0.780
H -4.056 0.008 -1.676
H -2.676 0.832 -0.917
H -4.185 1.697 -1.208
H -5.339 0.430 0.563
H -3.800 0.998 1.203
C 0.083 -4.959 1.058
C -1.058 -4.953 2.080
O -2.026 -4.035 1.773
H 0.800 -5.763 1.266
H 0.623 -4.012 1.036
H -0.319 -5.140 0.062
H -0.647 -4.820 3.095
H -1.454 -5.985 2.063
C -0.069 0.194 -0.524
C -0.126 -1.326 -0.372
O -1.270 -1.849 0.153
H -0.704 0.568 -1.323
H 0.979 0.463 -0.702
H -0.324 0.695 0.416
H 0.779 -1.705 0.137
H -0.015 -1.705 -1.412
C 2.356 1.214 1.917
C 3.076 1.356 3.236
O 2.777 2.642 3.817
H 2.843 1.767 1.110
H 1.335 1.581 2.018
H 2.333 0.175 1.575
H 4.157 1.227 3.163
H 2.746 0.594 3.941
H 3.372 3.290 3.427
C -1.517 3.150 3.050
C -0.467 3.593 4.050
O 0.136 2.419 4.651
H -2.196 2.442 3.522
H -1.054 2.715 2.162
H -2.103 4.018 2.732
H -0.943 4.150 4.857
H 0.352 4.123 3.561
H 1.037 2.418 4.293
C 1.547 4.234 0.051
C 2.966 4.726 -0.030
O 3.198 5.738 0.965
H 1.277 4.019 1.087
H 1.444 3.331 -0.553
H 0.876 5.009 -0.321
H 3.159 5.145 -1.021
H 3.695 3.920 0.137
H 3.955 6.254 0.679
C -0.156 -1.090 3.467
C -1.521 -0.565 3.116
O -2.475 -1.650 2.998
H -0.204 -1.856 4.238
H 0.486 -0.233 3.677
H 0.271 -1.574 2.584
H -1.505 0.082 2.243
H -1.898 0.080 3.917
H -2.939 -1.703 3.835
C 1.913 1.759 -3.443
C 3.285 2.074 -2.920
O 3.573 3.466 -3.167
H 1.622 0.753 -3.131
H 1.854 1.794 -4.529
H 1.169 2.430 -3.006
H 4.046 1.496 -3.460
H 3.429 1.885 -1.849
H 4.493 3.671 -2.986
C -0.888 -0.554 -4.683
C -1.680 0.656 -4.206
O -2.329 1.299 -5.300
H -0.135 -0.226 -5.397
H -1.614 -1.207 -5.172
H -0.407 -1.097 -3.869
H -1.038 1.391 -3.723
H -2.441 0.368 -3.473
H -3.068 0.737 -5.550
C 0.690 -4.718 -2.554
C 1.880 -3.875 -2.985
O 2.787 -4.658 -3.779
H -0.028 -4.165 -1.942
H 1.026 -5.528 -1.901
H 0.216 -5.154 -3.434
H 2.420 -3.518 -2.102
H 1.549 -3.032 -3.590
H 3.480 -4.982 -3.198
C -3.088 -2.509 -2.779
C -4.122 -2.958 -1.764
O -3.448 -3.542 -0.597
H -3.636 -2.069 -3.617
H -2.487 -3.366 -3.088
H -2.416 -1.756 -2.373
H -4.766 -3.741 -2.159
H -4.649 -2.096 -1.367
H -3.148 -4.417 -0.861
C 2.724 -3.242 2.722
C 3.446 -2.620 3.878
O 4.688 -2.081 3.416
H 1.814 -3.717 3.096
H 3.340 -4.027 2.281
H 2.431 -2.560 1.927
H 3.647 -3.383 4.639
H 2.837 -1.860 4.383
H 5.267 -1.970 4.175
C -2.124 4.040 -0.548
C -1.518 3.852 -1.921
O -1.125 5.147 -2.372
H -3.016 4.671 -0.536
H -1.410 4.477 0.149
H -2.491 3.084 -0.162
H -2.311 3.466 -2.577
H -0.725 3.100 -1.872
H -0.416 5.060 -3.017
*
```

Its HOMO energy (alpha / beta) is -8.79 / -8.24 eV. The frontier orbital gap (alpha / beta) comes out at 9.21 / 8.30 eV.

=====

Record 4
Computed, not measured: one molecule with the formula C22H30N4O3S, with ωB97M-V with the def2-TZVPD basis set.

Structure (ORCA input):
```
! wB97M-V def2-TZVPD RIJCOSX def2/J DEFGRID3
* xyz 0 1
C -0.975 -4.782 -0.880
C 0.304 -4.053 -0.629
C 0.706 -3.030 -1.482
C 1.826 -2.272 -1.195
C 2.555 -2.554 -0.057
S 3.802 -1.395 0.465
O 4.758 -2.011 1.337
O 4.285 -0.655 -0.663
N 2.907 -0.334 1.442
C 1.828 0.261 0.742
C 0.588 -0.344 0.764
C -0.468 0.086 -0.036
C -1.740 -0.667 0.033
O -1.803 -1.818 0.435
N -2.837 0.005 -0.405
C -4.162 -0.560 -0.338
C -5.046 0.074 0.745
N -5.891 1.140 0.232
C -5.136 2.292 -0.212
C -6.895 1.519 1.206
C -0.219 1.136 -0.918
C 1.005 1.764 -0.937
C 2.064 1.386 -0.086
N 3.214 2.093 -0.071
C 3.565 3.043 -1.107
C 5.034 3.361 -0.838
C 5.121 3.225 0.677
C 4.259 1.992 0.931
C 2.196 -3.584 0.790
C 1.075 -4.338 0.494
H -1.156 -4.905 -1.945
H -0.981 -5.755 -0.397
H -1.784 -4.181 -0.463
H 0.117 -2.806 -2.359
H 2.143 -1.459 -1.829
H 2.614 -0.846 2.263
H 0.420 -1.197 1.408
H -2.752 0.987 -0.606
H -4.015 -1.619 -0.114
H -4.661 -0.464 -1.307
H -4.401 0.420 1.574
H -5.712 -0.696 1.140
H -5.831 3.078 -0.506
H -4.546 2.027 -1.088
H -4.468 2.693 0.568
H -6.460 1.932 2.130
H -7.492 0.646 1.464
H -7.551 2.268 0.766
H -0.974 1.460 -1.619
H 1.154 2.579 -1.627
H 2.953 3.953 -1.019
H 3.413 2.611 -2.099
H 5.665 2.609 -1.311
H 5.318 4.347 -1.201
H 6.139 3.094 1.035
H 4.687 4.102 1.160
H 3.823 1.976 1.932
H 4.843 1.078 0.788
H 2.796 -3.774 1.667
H 0.777 -5.138 1.156
*
```

The calculation puts the energy above the lowest of the compared OMol25 structures with the same formula, charge and spin at 67.8 kcal per mole. Its HOMO energy is -7.62 eV. The frontier orbital gap comes out at 8.26 eV. Its SMILES is Cc1ccc(S(=O)(=O)Nc2cc(C(=O)NCCN(C)C)ccc2N2CCCC2)cc1.

=====

Record 5
Computed, not measured: a 2-piece molecular cluster, C5H8N2O overall at a distorted geometry, with ωB97M-V with the def2-TZVPD basis set.

Structure (ORCA input):
```
! wB97M-V def2-TZVPD RIJCOSX def2/J DEFGRID3
* xyz 0 1
C 2.140 -1.968 0.425
C 1.375 -1.050 0.501
C 0.432 0.060 0.619
C 1.140 1.342 1.062
O -0.636 -0.255 1.464
H 2.834 -2.753 0.324
H -0.004 0.232 -0.421
H 1.526 1.206 2.070
H 0.431 2.167 1.074
H 1.970 1.574 0.398
H -1.474 -0.275 0.888
N -2.469 -0.038 -0.539
C -1.802 -0.025 -1.566
N -1.302 0.250 -2.632
H -3.462 -0.146 -0.484
H -0.698 -0.323 -3.183
*
```

The calculation puts the energy above the lowest of the compared OMol25 structures with the same formula, charge and spin at 78.6 kcal per mole. Its HOMO energy is -9.72 eV. The frontier orbital gap comes out at 10.24 eV. Its SMILES is C#C[C@H](C)O.N=C=N.

=====

Record 6
Computed, not measured: an isolated ion of composition C7H12N7 and charge +1 at a distorted geometry, with ωB97M-V with the def2-TZVPD basis set.

Structure (ORCA input):
```
! wB97M-V def2-TZVPD RIJCOSX def2/J DEFGRID3
* xyz 1 1
C 1.391 -2.360 -0.014
C 0.141 -1.586 0.140
C -0.269 -1.412 1.655
C 0.007 -0.277 -0.669
N 0.002 -0.399 -2.156
C -1.230 0.055 -2.564
N -1.857 0.691 -1.674
N -1.272 0.488 -0.454
N -0.878 1.685 0.279
C -1.372 2.748 0.935
N -0.399 3.465 1.489
N 0.749 2.845 1.101
C 0.464 1.693 0.500
N 1.114 0.729 -0.139
H 1.701 -2.112 -1.019
H 1.275 -3.409 0.210
H 2.092 -2.028 0.682
H -0.732 -2.207 -0.312
H 0.114 -2.270 2.188
H -1.329 -1.285 1.661
H 0.227 -0.476 2.042
H 0.443 -1.185 -2.629
H -1.640 0.301 -3.545
H -2.461 2.834 1.016
H 1.655 2.976 1.537
H 2.064 0.496 -0.259
*
```

The calculation puts the energy above the lowest of the compared OMol25 structures with the same formula, charge and spin at 35.5 kcal per mole. Its HOMO energy is -12.88 eV. The frontier orbital gap comes out at 10.07 eV. Its SMILES is CC(C)[C@@]12NC=NN1N1C=NNC1=[NH+]2.

=====

Record 7
Computed, not measured: C54H44BrCoF5N3O2P2S3 as an isolated structure at a distorted geometry, with ωB97M-V with the def2-TZVPD basis set.

Structure (ORCA input):
```
! wB97M-V def2-TZVPD RIJCOSX def2/J DEFGRID3
* xyz 1 4
Co 0.022 0.178 0.061
S -0.759 -0.781 2.215
C -0.986 0.486 3.291
N -1.501 0.260 4.507
C -1.484 1.323 5.487
C -1.892 2.620 4.807
N -1.009 2.865 3.689
C -0.494 4.213 3.556
C 0.559 4.450 4.614
C 1.703 3.661 4.620
C 2.663 3.825 5.601
C 2.491 4.783 6.587
C 1.360 5.580 6.579
C 0.393 5.411 5.601
C -0.624 1.848 2.913
S 0.266 2.123 1.507
C -2.014 -1.037 4.898
C -1.032 -1.878 5.684
C -0.847 -1.659 7.044
C 0.028 -2.447 7.769
C 0.722 -3.466 7.139
C 0.538 -3.690 5.786
C -0.331 -2.898 5.055
H -0.476 1.424 5.911
H -2.182 1.080 6.288
H -1.806 3.451 5.507
H -2.927 2.556 4.447
H -1.325 4.914 3.663
H -0.062 4.319 2.560
H 1.843 2.919 3.847
H 3.550 3.210 5.591
H 3.239 4.910 7.355
H 1.230 6.340 7.333
H -0.486 6.040 5.603
H -2.281 -1.567 3.983
H -2.912 -0.865 5.499
H -1.393 -0.872 7.545
H 0.158 -2.275 8.826
H 1.399 -4.088 7.702
H 1.068 -4.499 5.307
H -0.470 -3.065 3.996
F 6.754 -0.003 2.216
C 5.683 0.189 1.441
C 4.410 -0.127 1.904
F 4.240 -0.626 3.135
C 3.312 0.072 1.086
F 2.087 -0.281 1.535
C 3.412 0.617 -0.198
S 2.039 0.958 -1.171
C 4.710 0.908 -0.648
F 4.882 1.391 -1.881
C 5.823 0.703 0.152
F 7.040 1.001 -0.306
O -1.848 -1.013 -0.571
P -2.320 -2.309 -1.115
C -1.035 -3.117 -2.161
P 0.564 -3.051 -1.241
O 0.792 -1.731 -0.610
C 0.530 -4.384 -0.019
C 0.917 -4.070 1.277
C 0.994 -5.070 2.228
C 0.676 -6.376 1.894
C 0.289 -6.688 0.601
C 0.226 -5.696 -0.360
C 1.850 -3.410 -2.469
C 1.718 -4.367 -3.467
C 2.758 -4.575 -4.356
C 3.925 -3.836 -4.250
C 4.056 -2.880 -3.256
C 3.021 -2.670 -2.365
C -3.720 -2.005 -2.232
C -5.012 -2.434 -1.970
C -6.038 -2.074 -2.828
C -5.774 -1.291 -3.940
C -4.485 -0.847 -4.193
C -3.462 -1.196 -3.334
C -2.798 -3.503 0.166
C -2.948 -4.860 -0.099
C -3.316 -5.724 0.916
C -3.523 -5.241 2.198
C -3.392 -3.886 2.462
C -3.045 -3.017 1.444
H -0.916 -2.521 -3.070
H -1.312 -4.133 -2.434
H 1.155 -3.044 1.522
H 1.320 -4.831 3.227
H 0.739 -7.155 2.638
H 0.052 -7.708 0.339
H -0.049 -5.946 -1.374
H 0.808 -4.943 -3.561
H 2.658 -5.313 -5.138
H 4.732 -4.004 -4.947
H 4.961 -2.298 -3.180
H 3.096 -1.923 -1.588
H -5.210 -3.049 -1.103
H -7.046 -2.402 -2.627
H -6.574 -1.022 -4.612
H -4.280 -0.232 -5.056
H -2.453 -0.842 -3.509
H -2.787 -5.246 -1.096
H -3.447 -6.776 0.708
H -3.795 -5.918 2.994
H -3.567 -3.518 3.462
H -2.951 -1.954 1.615
Br -3.126 1.611 0.674
C -2.350 2.039 -0.988
C -3.052 2.911 -1.806
C -2.535 3.190 -3.059
C -1.348 2.576 -3.429
C -0.707 1.753 -2.518
N -1.188 1.488 -1.304
H -3.966 3.360 -1.454
H -3.050 3.867 -3.724
H -0.906 2.748 -4.396
H 0.240 1.298 -2.770
*
```

The calculation puts the energy above the lowest of the compared OMol25 structures with the same formula, charge and spin at 4.5 kcal per mole. Its HOMO energy (alpha / beta) is -9.04 / -9.00 eV. The frontier orbital gap (alpha / beta) comes out at 5.44 / 5.39 eV.

=====

Record 8
Computed, not measured: a 3-piece molecular cluster, C8H19NO overall at a distorted geometry, with ωB97M-V with the def2-TZVPD basis set.

Structure (ORCA input):
```
! wB97M-V def2-TZVPD RIJCOSX def2/J DEFGRID3
* xyz 0 1
C -1.658 0.896 0.080
C -1.461 -1.307 -0.667
C -1.518 1.687 -1.191
C -1.550 -2.154 0.528
O -1.636 1.683 1.207
H -0.808 2.188 1.206
H -2.608 0.382 0.171
H -0.581 -1.421 -1.287
H -2.362 -1.141 -1.246
H -1.659 1.070 -2.072
H -2.275 2.478 -1.197
H -0.545 2.176 -1.244
H -1.046 -3.119 0.428
H -2.574 -2.315 0.869
H -1.001 -1.660 1.395
C 1.572 -0.184 -0.081
C 2.916 0.173 0.573
C 1.539 0.390 -1.493
C 0.325 -0.270 1.907
N 0.482 0.333 0.771
H 1.496 -1.278 -0.143
H 2.377 -0.008 -2.066
H 2.999 1.255 0.687
H 3.021 -0.283 1.557
H 3.740 -0.182 -0.048
H 1.629 1.477 -1.465
H 0.627 0.122 -2.018
H 0.921 -1.130 2.206
H -0.364 0.141 2.632
*
```

The calculation puts the energy above the lowest of the compared OMol25 structures with the same formula, charge and spin at 130.7 kcal per mole. Its HOMO energy (alpha / beta) is -7.03 / -7.04 eV. The frontier orbital gap (alpha / beta) comes out at 8.04 / 8.05 eV.

=====

Number 1: DFT total energy -604.748344 hartree. Number 2: DFT total energy -4374.595540 hartree. Number 3: DFT total energy -3277.289445 hartree. Number 4: DFT total energy -1699.262032 hartree. Number 5: DFT total energy -379.962916 hartree. Number 6: DFT total energy -656.880973 hartree. Number 7: DFT total energy -8732.252296 hartree. Number 8: DFT total energy -446.024505 hartree.